No. 1
Below is a 16-piece molecular cluster, C9H41BO21 overall, with properties calculated with ωB97M-V with the def2-TZVPD basis set.

Calculated values
- Largest force on an atom: 8.33 eV/Å
- Charge: 0
- Kohn-Sham gap: 0.2888 Ha

XYZ file:
```
72
C9H41BO21 (ωB97M-V with the def2-TZVPD basis set)
O 2.984 1.359 1.351
O 4.758 0.030 -2.703
O -0.877 2.961 1.579
O 2.499 3.844 3.071
O -2.380 0.969 3.326
O 0.675 2.745 -1.334
O -0.990 3.938 4.774
O -5.021 -2.423 3.538
O -2.380 -1.353 -0.867
O 4.638 0.568 -5.615
O 1.124 -6.115 -9.469
O 1.563 -6.582 -6.529
O -4.359 1.786 8.765
O -2.371 2.371 6.316
O -4.142 -0.129 1.811
O 1.675 -3.401 -2.405
O -3.781 4.148 0.489
O -7.421 2.642 8.256
O -2.105 2.657 -2.699
O 3.258 -4.522 -4.749
O 1.899 -2.500 -6.743
C -1.375 -0.706 -0.273
C -1.636 0.555 0.794
C 0.242 -1.032 -0.550
C 1.113 0.208 -0.654
C 0.389 1.710 -0.520
C -0.764 1.794 0.690
C 3.410 0.142 0.644
C 3.063 -1.131 1.638
C 2.730 -0.017 -0.873
B -2.795 0.453 1.974
H 0.653 -2.124 -0.651
H 5.105 0.038 -6.278
H -2.488 2.039 5.413
H 2.142 -3.931 -3.069
H -3.350 3.679 -0.241
H -6.463 2.638 8.405
H 4.586 0.199 0.532
H -7.597 3.520 7.886
H -5.760 -1.796 3.539
H 3.054 -2.172 1.106
H 1.223 -2.295 -7.407
H 5.514 0.164 -2.111
H 1.201 -6.387 -8.542
H -1.826 3.065 -3.532
H -1.106 3.605 3.871
H 1.003 -7.237 -6.085
H 3.928 -1.174 2.459
H -1.392 0.740 3.399
H 3.537 -4.113 -5.582
H 1.988 3.622 3.865
H -4.560 3.607 0.687
H -4.944 -2.695 4.465
H 1.388 -2.722 -5.950
H -1.364 3.673 1.034
H -2.766 3.256 6.292
H 4.014 -4.388 -4.158
H -4.091 -1.020 2.309
H 1.823 4.048 2.408
H -4.173 2.516 9.373
H 5.037 0.439 -3.536
H 3.678 2.055 1.147
H 0.385 -5.489 -9.468
H 2.064 -1.008 2.241
H 0.803 -3.248 -2.800
H 3.208 0.749 -1.618
H 1.944 -6.068 -5.801
H -3.949 2.064 7.932
H 2.895 -1.153 -1.200
H -1.384 4.823 4.750
H 3.766 0.721 -6.009
H -1.349 2.791 -2.107
```

***

No. 2
Below is C9H4AsClINOS4W as an isolated structure, with properties calculated with ωB97M-V with the def2-TZVPD basis set.

Calculated values
- Largest force on an atom: 1.07 eV/Å
- Energy relative to the best compared isomer or geometry (same formula, charge and spin): 59.4 kJ/mol
- Charge: +2
- Kohn-Sham gap: 0.1933 Ha

XYZ file:
```
23
C9H4AsClINOS4W (ωB97M-V with the def2-TZVPD basis set)
W -1.658 1.034 1.245
I -2.132 0.861 -3.909
As -2.655 2.403 3.260
Cl 2.831 -1.812 -3.228
S -2.365 3.210 1.165
S -0.584 1.506 3.254
S -3.441 0.244 2.198
S -3.764 3.139 4.744
O -1.697 0.715 -0.589
N 0.102 -0.149 0.822
C 0.503 -0.509 -3.274
C 2.122 -1.383 1.199
C -0.697 0.191 -1.341
C 1.439 -0.969 -1.066
C -0.639 0.114 -2.714
C 2.356 -1.511 -0.162
C 0.321 -0.314 -0.524
C 1.504 -1.033 -2.496
C 1.009 -0.705 1.655
H 0.580 -0.581 -4.350
H 0.828 -0.612 2.717
H 2.805 -1.808 1.920
H 3.232 -2.032 -0.525
```

***

No. 3
Below is C9H4CaCl2NOS4 as an isolated structure, with properties calculated with ωB97M-V with the def2-TZVPD basis set.

Calculated values
- Largest force on an atom: 4.03 eV/Å
- Charge: -1
- Kohn-Sham gap: 0.2173 Ha

XYZ file:
```
22
C9H4CaCl2NOS4 (ωB97M-V with the def2-TZVPD basis set)
Ca -4.064 8.203 4.036
Cl -4.612 13.082 5.685
Cl -9.941 12.676 4.667
S -1.555 8.611 3.798
S -2.687 5.347 3.747
S -1.187 6.712 4.158
S -4.268 5.489 4.905
O -4.537 10.318 4.355
N -6.727 8.743 4.424
C -9.128 9.876 3.632
C -8.319 12.084 4.527
C -5.609 10.891 4.582
C -5.894 12.224 4.996
C -8.931 8.551 3.549
C -7.678 8.053 3.831
C -8.129 10.778 4.155
C -7.137 12.814 4.725
C -6.886 10.133 4.354
H -10.076 10.331 3.315
H -9.678 7.927 3.068
H -7.265 13.899 4.644
H -7.417 7.082 3.349
```

***

No. 4
Below is C9H4F18NaO21S6 as an isolated structure, with properties calculated with ωB97M-V with the def2-TZVPD basis set.

Calculated values
- Largest force on an atom: 4.54 eV/Å
- 2S+1: 2
- Charge: -4
- <S²>: 0.7668
- Kohn-Sham gap (spin up / spin down): 0.2201 / 0.1465 Ha

XYZ file:
```
59
C9H4F18NaO21S6 (ωB97M-V with the def2-TZVPD basis set)
S 8.015 2.445 -14.273
S 12.332 -2.181 -16.675
S 10.176 -0.364 -19.576
S 7.896 -3.089 -14.255
S 6.910 -0.053 -17.072
S 12.250 2.867 -16.190
Na 9.932 0.141 -15.692
F 12.651 -4.679 -15.538
F 9.234 -4.286 -12.218
F 9.746 2.250 -20.417
F 13.391 -3.071 -14.300
F 9.396 0.769 -21.983
F 5.488 -2.271 -17.682
F 4.402 -0.313 -18.137
F 10.478 -3.550 -13.899
F 9.458 4.683 -14.170
F 9.168 -5.400 -14.110
F 8.082 4.450 -12.522
F 14.002 3.550 -14.103
F 12.208 4.793 -14.366
F 14.538 -3.731 -15.983
F 6.062 -1.112 -19.379
F 13.904 4.885 -15.713
F 7.950 1.100 -20.391
F 9.918 3.207 -12.546
O 11.487 -0.644 -20.237
O 10.432 0.324 -18.296
O 12.400 -0.986 -11.845
O 8.125 -0.894 -17.060
O 13.031 -0.917 -16.495
O 13.285 2.409 -17.131
O 8.792 2.249 -15.468
O 8.005 1.231 -13.508
O 11.176 3.600 -16.902
O 12.420 -2.617 -18.054
O 7.220 1.173 -17.808
O 6.636 2.785 -14.625
O 11.642 1.831 -15.350
O 8.277 -1.691 -14.001
O 6.664 -3.455 -13.540
O 9.364 -1.559 -19.520
O 10.593 -0.698 -10.639
O 7.755 -3.464 -15.684
O 12.368 -1.907 -9.746
O 6.179 0.327 -15.841
O 10.942 -2.167 -16.174
C 11.580 -0.108 -12.545
C 13.144 4.112 -14.973
C 11.801 -1.330 -10.715
C 10.348 0.111 -11.770
C 13.304 -3.550 -15.537
C 5.570 -0.986 -18.123
C 8.935 3.805 -13.253
C 9.219 1.066 -20.688
C 9.321 -4.164 -13.570
H 12.063 0.857 -12.699
H 11.250 -0.576 -13.472
H 10.238 1.176 -11.569
H 9.472 -0.251 -12.309
```